This record from the OMol25 dataset describes a structure of composition C41H53BF6N6O12P2ReS. The level of theory is ωB97M-V/def2-TZVPD.

```
123
Properties=species:S:1:pos:R:3:forces:R:3:mulliken_spin:R:1
Re 0.282 1.156 -0.676 -0.403 0.239 0.845 2.28
F 4.185 2.514 2.851 -0.026 0.004 -0.053 0.00
C 3.684 2.630 1.610 0.039 0.018 0.035 -0.04
C 2.520 1.959 1.298 -0.019 0.115 -0.036 0.03
C 2.000 2.076 0.015 0.049 0.045 -0.123 -0.03
C 2.666 2.867 -0.943 0.050 0.004 -0.008 0.08
C 3.828 3.531 -0.560 -0.047 -0.007 -0.047 -0.02
F 4.492 4.303 -1.440 -0.017 -0.017 0.027 0.00
C 4.360 3.429 0.707 -0.018 -0.023 0.012 0.06
C 2.104 2.846 -2.298 -0.048 -0.032 -0.018 0.00
C 2.581 3.524 -3.411 0.008 -0.019 0.026 0.00
C 1.978 3.320 -4.642 -0.018 -0.014 0.030 0.02
C 0.914 2.442 -4.753 0.000 -0.036 0.025 -0.01
C 0.452 1.820 -3.613 0.076 -0.051 -0.074 0.01
N 1.025 2.030 -2.419 0.143 0.002 -0.091 -0.01
H 2.020 1.399 2.067 -0.053 -0.079 0.089 0.06
H 5.265 3.953 0.976 0.014 0.011 0.002 0.00
H 3.421 4.189 -3.314 -0.003 0.003 -0.003 0.00
H 2.349 3.844 -5.512 0.012 0.000 -0.016 0.00
H 0.430 2.240 -5.696 -0.008 0.008 -0.018 0.00
H -0.403 1.158 -3.641 -0.021 0.012 0.010 0.05
C -3.372 1.346 2.123 0.016 0.030 0.002 0.00
C -2.463 1.176 3.318 -0.061 0.096 0.058 0.00
C -3.210 1.162 4.631 0.020 -0.006 -0.016 0.00
O -1.795 -0.133 3.214 0.080 -0.003 -0.204 0.00
P -0.396 -0.285 2.532 -0.021 0.077 0.237 -0.03
O -0.242 0.515 1.276 0.160 -0.354 -0.802 0.19
C -0.221 -2.074 2.493 0.050 0.089 -0.081 0.00
P -0.825 -2.813 0.951 -0.022 -0.242 -0.166 -0.01
O -0.771 -1.841 -0.140 0.022 0.087 -0.093 0.06
O 0.060 -4.065 0.617 -0.042 0.196 0.130 0.00
C 0.426 -5.265 1.349 0.026 -0.193 -0.022 0.00
C 1.845 -5.098 1.852 -0.029 0.026 -0.024 0.00
C -0.555 -5.631 2.444 0.005 0.027 -0.023 0.00
O -2.261 -3.290 1.381 0.029 -0.007 0.027 0.00
C -3.382 -3.211 0.423 -0.024 -0.019 -0.053 0.00
C -4.204 -4.462 0.619 0.013 0.016 -0.010 0.00
C -4.137 -1.934 0.710 0.032 -0.042 -0.067 0.00
O 0.716 0.263 3.500 -0.017 -0.017 -0.058 0.01
C 0.873 -0.171 4.885 -0.007 0.005 0.083 0.00
C 2.247 -0.793 5.015 -0.019 0.015 -0.029 0.00
C 0.691 1.051 5.759 0.007 -0.029 -0.018 0.00
H -3.852 2.322 2.176 -0.043 0.076 -0.018 0.00
H -4.146 0.580 2.121 -0.007 0.017 0.015 0.00
H -2.819 1.283 1.186 0.027 0.009 -0.047 -0.01
H -1.684 1.944 3.321 0.010 -0.037 -0.002 0.00
H -3.989 0.400 4.613 -0.015 -0.016 -0.003 0.00
H -3.677 2.133 4.795 -0.019 0.014 0.002 0.00
H -2.542 0.955 5.466 0.015 0.015 0.013 0.00
H -0.815 -2.476 3.314 0.118 0.035 0.125 0.00
H 0.832 -2.311 2.644 0.023 -0.020 -0.055 0.00
H 0.407 -6.039 0.580 0.012 0.045 0.005 0.00
H 1.892 -4.376 2.670 -0.009 0.013 0.028 0.00
H 2.496 -4.762 1.046 0.012 -0.024 -0.020 0.00
H 2.220 -6.051 2.224 0.006 -0.016 0.005 0.00
H -0.528 -4.913 3.266 -0.007 0.028 0.021 0.00
H -0.278 -6.606 2.846 0.017 -0.005 0.008 0.00
H -1.573 -5.690 2.067 -0.021 -0.017 -0.004 0.00
H -2.964 -3.177 -0.584 0.020 0.033 0.044 0.00
H -4.630 -4.489 1.622 -0.002 -0.007 0.020 0.00
H -3.599 -5.355 0.467 0.008 -0.016 -0.028 0.00
H -5.018 -4.477 -0.105 -0.030 0.000 -0.005 0.00
H -4.586 -1.977 1.705 0.003 0.013 0.023 0.00
H -4.921 -1.791 -0.032 -0.039 -0.009 -0.012 0.00
H -3.468 -1.077 0.647 0.030 -0.013 -0.058 0.00
H 0.094 -0.908 5.107 0.013 0.011 -0.018 0.00
H 3.010 -0.064 4.743 0.011 0.015 0.011 0.00
H 2.357 -1.664 4.370 -0.008 -0.019 -0.007 0.00
H 2.416 -1.107 6.045 0.005 -0.007 0.013 0.00
H 1.426 1.810 5.492 0.016 0.010 -0.002 0.00
H 0.828 0.782 6.806 -0.004 0.001 0.012 0.00
H -0.304 1.475 5.637 -0.014 0.015 -0.013 0.00
C -4.504 3.632 -0.879 0.008 0.000 0.022 0.00
C -3.689 4.649 -1.662 0.030 0.026 -0.002 0.00
C -2.253 4.829 -1.135 -0.081 -0.033 0.030 0.00
C -1.510 5.861 -2.015 0.042 -0.007 -0.015 0.00
C -0.076 6.127 -1.575 0.009 -0.008 -0.013 0.00
C -2.291 5.380 0.267 0.008 0.019 -0.035 0.00
O -2.900 6.376 0.576 -0.034 -0.005 0.004 0.00
N -1.533 4.704 1.194 0.006 -0.027 0.081 0.01
C -0.751 3.569 1.014 -0.049 0.024 -0.006 -0.05
O -0.073 3.188 1.945 0.009 -0.091 0.040 0.01
N -0.811 2.932 -0.212 0.028 -0.126 -0.181 0.24
C -1.505 3.509 -1.271 0.161 0.128 -0.017 -0.13
O -1.457 2.993 -2.367 -0.320 -0.032 0.068 0.04
H -5.513 3.563 -1.284 -0.017 -0.004 0.006 0.00
H -4.590 3.921 0.171 -0.009 -0.014 0.038 0.00
H -4.065 2.636 -0.944 0.018 -0.070 0.021 0.00
H -4.168 5.629 -1.628 0.016 -0.003 -0.007 0.00
H -3.612 4.339 -2.704 0.010 0.026 -0.013 0.00
H -2.092 6.783 -1.986 0.005 0.002 -0.016 0.00
H -1.530 5.477 -3.036 -0.018 -0.007 0.015 0.00
H -0.039 6.644 -0.615 0.010 -0.004 0.027 0.00
H 0.437 6.753 -2.305 0.009 0.031 0.004 0.00
H 0.497 5.199 -1.482 0.011 0.008 -0.017 0.00
H -1.463 5.115 2.115 -0.013 0.001 -0.029 0.00
F -1.562 0.393 -1.483 0.558 0.141 0.286 0.15
B -2.622 -0.181 -2.458 -0.246 -0.119 -0.179 -0.02
F -2.284 0.321 -3.692 0.094 0.124 -0.034 0.00
F -3.807 0.282 -1.964 -0.093 0.077 0.070 0.00
F -2.480 -1.538 -2.399 -0.004 -0.095 0.057 0.00
O 1.233 -6.410 -4.889 -0.027 -0.181 -0.046 0.00
S 2.566 -6.976 -4.910 0.195 0.318 0.027 0.00
O 2.843 -7.962 -3.881 -0.115 -0.115 -0.033 0.00
O 3.114 -7.253 -6.220 -0.140 -0.126 0.015 0.00
C 3.608 -5.604 -4.325 -0.011 -0.041 -0.013 0.00
N 4.934 -5.739 -4.433 0.088 0.022 0.017 0.00
C 5.675 -4.764 -3.942 -0.008 -0.044 -0.013 0.00
C 5.135 -3.640 -3.326 -0.030 0.046 0.005 0.01
C 3.753 -3.594 -3.273 0.019 -0.051 0.044 0.00
N 2.997 -4.564 -3.775 -0.018 0.094 0.061 0.00
C 2.989 -2.491 -2.640 -0.019 0.002 -0.034 0.01
C 1.621 -2.384 -2.876 0.000 0.039 -0.006 -0.02
C 0.897 -1.388 -2.262 -0.042 -0.100 0.038 0.00
N 1.462 -0.499 -1.419 -0.134 0.060 0.157 0.05
C 2.784 -0.604 -1.184 0.019 -0.075 0.089 0.02
C 3.567 -1.568 -1.771 -0.038 -0.028 0.064 -0.01
H 6.750 -4.879 -4.036 0.016 0.014 -0.001 0.00
H 5.771 -2.860 -2.933 0.012 0.032 -0.007 0.00
H 1.134 -3.104 -3.520 0.000 -0.006 -0.007 0.00
H -0.172 -1.327 -2.396 -0.016 0.051 -0.037 0.02
H 3.209 0.093 -0.479 0.021 0.037 -0.030 0.01
H 4.614 -1.617 -1.507 0.024 0.011 -0.030 0.00
```
Forces are in eV/Å.

Calculated values
Gap between HOMO and LUMO (alpha / beta) ... 5.99 / 4.63 eV
Relative energy (zero: lowest compared OMol25 entry of this formula, charge and spin) ... 28.5 kJ/mol
2S+1 ... 4
E_HOMO (alpha / beta) ... -7.16 / -7.16 eV
E ... -4609.333544 a.u.
Maximum force ... 0.97 eV/A

This record from the OMol25 dataset describes a structure of composition C41H53F4N9O3PRuS at a distorted geometry. The level of theory is ωB97M-V/def2-TZVPD.

```
113
Properties=species:S:1:pos:R:3:forces:R:3:mulliken_spin:R:1
Ru 0.647 0.982 0.525 -0.228 -0.024 -0.826 3.48
C -0.772 5.600 0.709 0.142 -0.189 0.122 0.00
C 0.311 4.885 1.508 0.084 0.119 -0.044 0.01
N 0.127 3.439 1.739 0.157 -0.299 0.072 0.05
C -1.264 3.081 2.036 -0.151 0.002 0.290 0.03
C -1.821 3.629 3.352 0.102 -0.178 -0.324 0.00
C 1.064 2.984 2.769 0.139 -0.007 0.071 0.17
C 2.508 2.834 2.278 -0.301 0.500 0.569 -0.10
N 2.567 1.986 1.120 -0.389 -0.551 -0.065 0.51
C 3.729 1.768 0.488 0.795 -0.048 -0.488 0.04
C 3.683 1.350 -0.865 -0.507 -0.178 -0.208 0.13
F 2.442 1.236 -1.430 0.856 0.211 0.004 0.03
C 4.801 1.109 -1.634 -0.252 0.033 0.003 -0.07
F 4.634 0.737 -2.905 0.084 0.065 0.248 -0.01
C 6.070 1.263 -1.092 -0.383 0.007 0.206 0.20
C 6.165 1.643 0.242 -0.008 0.046 0.051 -0.07
F 7.367 1.766 0.795 -0.233 0.006 -0.020 -0.01
C 5.043 1.902 1.015 0.068 0.173 0.269 0.15
F 5.209 2.242 2.302 0.021 -0.115 -0.492 0.01
H -0.407 6.597 0.479 -0.006 0.110 -0.050 0.00
H -1.700 5.713 1.263 -0.080 -0.016 0.081 0.00
H -0.983 5.092 -0.225 -0.131 -0.015 -0.077 0.00
H 0.408 5.399 2.475 0.087 -0.045 -0.019 0.00
H 1.263 5.007 0.984 0.027 0.067 0.094 0.00
H -1.333 1.977 2.018 -0.097 0.287 0.096 -0.01
H -1.876 3.450 1.210 0.017 -0.178 -0.008 0.01
H -1.231 3.318 4.210 0.025 -0.071 0.107 0.00
H -2.837 3.269 3.485 -0.148 -0.020 0.101 0.00
H -1.852 4.714 3.341 -0.011 0.144 0.023 0.00
H 0.740 1.990 3.100 -0.030 0.283 0.154 -0.13
H 1.070 3.661 3.636 0.026 -0.135 -0.001 0.01
H 3.104 2.434 3.111 -0.075 0.083 -0.212 0.03
H 2.931 3.819 2.029 0.048 -0.157 0.066 0.03
H 6.955 1.088 -1.683 0.087 -0.030 -0.037 0.01
O -5.610 -0.051 -2.835 -0.060 0.232 -0.102 0.00
C -4.956 -1.151 -2.273 -0.114 -0.428 0.093 0.00
C -3.596 -0.742 -1.796 0.178 0.123 0.110 0.00
C -2.759 -1.652 -1.152 -0.106 0.207 -0.107 0.00
C -1.526 -1.219 -0.717 -0.150 -0.275 0.093 -0.02
N -1.077 0.019 -0.897 0.047 0.359 0.191 0.01
C -1.849 0.895 -1.564 -0.171 -0.728 0.143 0.05
C -3.123 0.546 -2.005 0.149 -0.052 0.026 0.00
C -1.223 2.195 -1.838 0.094 0.694 -0.291 0.05
C -1.705 3.082 -2.793 0.150 -0.139 0.309 0.00
C -1.016 4.263 -3.050 0.137 0.049 0.221 0.00
C -1.617 5.279 -3.994 0.180 -0.061 -0.210 0.00
O -2.863 5.723 -3.517 -0.340 0.074 0.172 0.00
C 0.175 4.483 -2.367 -0.128 -0.255 -0.138 0.01
C 0.595 3.544 -1.437 0.061 0.384 -0.212 0.04
N -0.101 2.458 -1.149 0.146 -0.439 0.149 0.06
H -6.499 -0.302 -3.103 0.014 0.018 0.000 0.00
H -4.829 -1.962 -3.008 -0.003 0.041 0.107 0.00
H -5.520 -1.567 -1.423 0.122 0.035 -0.111 0.00
H -3.060 -2.676 -1.005 -0.044 -0.166 0.069 0.00
H -0.851 -1.896 -0.207 -0.042 0.008 0.066 0.00
H -3.761 1.244 -2.518 -0.025 0.166 -0.037 0.00
H -2.612 2.874 -3.337 -0.107 -0.052 -0.044 0.00
H -1.822 4.797 -4.954 0.121 0.099 0.054 0.00
H -0.927 6.112 -4.162 0.022 -0.108 -0.030 0.00
H -2.746 6.405 -2.845 0.045 -0.055 -0.078 0.00
H 0.754 5.378 -2.526 0.095 0.086 -0.075 0.00
H 1.514 3.689 -0.882 -0.030 0.011 0.040 -0.01
C 0.259 -1.256 5.741 -0.007 0.031 -0.146 0.00
N 1.149 -1.906 4.797 0.735 -0.369 0.682 0.01
C 0.557 -3.156 4.365 -0.101 0.195 -0.121 0.00
N -0.724 -2.911 3.725 -0.362 -0.827 -0.001 0.01
C -1.612 -2.247 4.665 0.044 0.002 -0.086 0.00
N -1.036 -1.004 5.138 -0.467 0.127 0.661 0.01
C -0.992 0.005 4.123 0.002 0.482 -0.501 0.02
P 0.109 -0.468 2.653 0.021 -0.715 0.902 0.06
C 1.570 -1.064 3.721 0.075 0.491 -0.612 0.01
C -0.601 -2.213 2.481 -0.019 0.415 -0.668 0.03
H 0.698 -0.313 6.071 0.013 0.014 0.056 0.00
H 0.124 -1.909 6.606 0.029 0.067 -0.049 0.00
H 0.388 -3.789 5.240 0.087 0.023 -0.094 0.00
H 1.227 -3.666 3.669 0.004 -0.008 0.026 0.00
H -1.777 -2.912 5.516 -0.026 0.063 -0.045 0.00
H -2.565 -2.039 4.175 -0.042 -0.051 0.064 0.00
H -0.626 0.935 4.570 -0.081 0.028 -0.132 0.00
H -2.007 0.173 3.746 0.092 0.133 0.018 0.00
H 2.105 -0.197 4.124 0.004 -0.051 -0.105 0.00
H 2.246 -1.622 3.061 -0.013 0.155 0.077 -0.01
H 0.081 -2.767 1.828 -0.156 0.104 -0.027 -0.01
H -1.585 -2.138 2.005 0.086 -0.076 -0.014 0.00
C 0.806 -6.583 -1.120 0.227 0.033 0.063 0.00
C 1.906 -5.709 -0.526 -0.304 0.015 -0.024 0.00
C 1.396 -4.327 -0.124 0.254 -0.464 0.494 0.00
N 1.194 -3.468 -1.273 -0.153 0.305 -0.578 0.01
C 1.445 -2.173 -1.291 -0.119 -0.342 0.258 0.03
S 2.038 -1.386 0.101 0.201 0.414 0.266 0.10
N 1.237 -1.414 -2.400 0.325 0.490 -0.359 0.01
C 0.306 -1.431 -3.468 -0.043 0.016 0.155 0.00
O 0.044 -0.357 -3.950 -0.015 0.034 -0.080 0.00
C -0.357 -2.681 -3.894 -0.313 -0.285 -0.242 0.00
C -1.719 -2.570 -4.185 0.193 0.018 0.055 0.00
C -2.438 -3.670 -4.612 0.006 0.007 0.003 0.00
C -1.806 -4.894 -4.769 0.071 0.011 0.021 0.00
C -0.444 -5.000 -4.532 0.103 -0.044 -0.018 0.00
C 0.289 -3.901 -4.107 -0.137 0.255 -0.209 0.00
H 1.196 -7.574 -1.343 -0.058 -0.061 -0.085 0.00
H 0.411 -6.160 -2.041 -0.100 -0.023 -0.122 0.00
H -0.015 -6.696 -0.413 -0.072 -0.020 0.009 0.00
H 2.738 -5.611 -1.228 0.065 0.042 0.079 0.00
H 2.290 -6.188 0.375 0.074 0.032 -0.017 0.00
H 2.117 -3.838 0.535 -0.202 -0.089 -0.095 0.00
H 0.442 -4.443 0.406 0.129 0.062 0.051 0.00
H 0.821 -3.899 -2.117 0.108 0.104 0.240 0.00
H 1.581 -0.459 -2.298 -0.105 -0.350 0.057 0.01
H -2.191 -1.603 -4.085 -0.028 0.048 0.000 0.00
H -3.487 -3.569 -4.844 -0.108 -0.006 -0.020 0.00
H -2.364 -5.755 -5.109 -0.021 -0.046 -0.008 0.00
H 0.060 -5.939 -4.701 0.051 -0.085 -0.061 0.00
H 1.368 -3.975 -4.039 0.075 -0.017 0.114 0.00
```
Forces are in eV/Å.

Calculated values
Gap between HOMO and LUMO (alpha / beta) ... 7.61 / 5.52 eV
Relative energy (zero: lowest compared OMol25 entry of this formula, charge and spin) ... 59.5 kJ/mol
2S+1 ... 6
E_HOMO (alpha / beta) ... -12.67 / -12.64 eV
E ... -3546.008853 a.u.
Maximum force ... 1.15 eV/A
Total charge ... +2

- Which of these has the highest E?
  C41H53F4N9O3PRuS

- Number 1 is which compound?
  C41H53BF6N6O12P2ReS

- Number 1 is which compound?
  C41H53BF6N6O12P2ReS

- Among the records above, which one has the highest 2S+1?
  C41H53F4N9O3PRuS